Density functional theory data (ωB97M-V/def2-TZVPD) for a structure of composition C32H32BrN6O3S7Tl.

Last column: Löwdin charge in e.
Cartesian coordinates (Å):
Tl -0.11 0.36 -0.45  0.526
S 6.38 -4.35 -1.48  0.382
C 4.91 -3.58 -1.30  -1.556
S 4.52 -2.54 0.00  0.846
C 2.87 -2.12 -0.44  -1.151
C 2.43 -2.69 -1.59  -1.168
S 0.92 -2.49 -2.44  0.458
S 3.60 -3.73 -2.39  0.852
S 2.11 -0.98 0.64  0.427
C 4.27 5.64 2.25  -0.074
N 4.01 4.36 1.64  -0.136
C 3.91 3.15 2.31  -0.060
C 3.68 2.20 1.38  -0.047
N 3.64 2.85 0.15  0.007
C 3.86 4.19 0.30  -0.796
S 4.02 5.39 -0.86  0.503
C 3.35 2.15 -1.06  -0.304
C 4.12 1.04 -1.38  -0.011
C 3.74 0.30 -2.48  -0.062
C 2.63 0.70 -3.21  -0.072
C 1.97 1.85 -2.82  -0.168
N 2.31 2.57 -1.75  0.141
H 5.23 6.04 1.92  0.076
H 4.26 5.51 3.33  0.083
H 3.49 6.35 1.96  0.072
H 3.94 3.08 3.38  0.116
H 3.46 1.15 1.46  0.061
H 4.96 0.76 -0.76  0.118
H 4.28 -0.61 -2.75  0.108
H 2.26 0.12 -4.04  0.097
H 1.10 2.21 -3.36  0.105
O -0.52 -5.12 -3.79  -0.082
C -1.27 -5.22 -2.61  -0.285
N -1.97 -4.00 -2.28  0.092
C -3.30 -3.86 -2.38  -0.457
O -4.08 -4.77 -2.64  0.030
C -3.83 -2.47 -2.14  -0.125
C -3.07 -1.32 -2.30  -0.027
C -3.67 -0.09 -2.07  -0.084
C -5.01 -0.06 -1.69  -0.155
N -5.75 -1.16 -1.52  0.063
C -5.16 -2.33 -1.75  -0.107
H 0.17 -4.45 -3.62  -0.018
H -0.61 -5.46 -1.77  0.104
H -2.01 -6.01 -2.74  0.114
H -1.38 -3.24 -1.97  0.029
H -2.02 -1.35 -2.58  0.080
H -3.11 0.83 -2.17  0.091
H -5.49 0.89 -1.49  0.100
H -5.75 -3.22 -1.62  0.113
Br -2.73 -6.70 0.57  0.744
C -2.33 -4.86 0.80  -0.692
C -1.02 -4.43 0.82  -0.113
C -0.79 -3.07 0.97  -0.140
N -1.76 -2.17 1.10  0.082
C -3.01 -2.61 1.08  -0.147
C -3.36 -3.95 0.93  -0.121
H -0.20 -5.12 0.70  0.108
H 0.23 -2.69 0.97  0.033
H -3.80 -1.86 1.17  0.101
H -4.40 -4.25 0.89  0.104
C 0.74 3.72 3.55  -0.146
C 0.55 2.38 3.86  -0.131
C 0.36 1.44 2.85  -0.178
C 0.33 1.80 1.49  -0.353
C 0.52 3.16 1.21  -0.191
C 0.74 4.11 2.21  -0.136
H 0.90 4.45 4.33  0.085
H 0.56 2.06 4.90  0.085
H 0.22 0.40 3.13  0.083
H 0.54 3.50 0.18  0.081
H 0.90 5.15 1.95  0.096
C -3.20 0.99 1.42  -0.283
S -3.17 2.65 0.75  0.781
C -2.77 3.48 2.30  -0.252
O -4.59 3.00 0.44  -0.579
H -3.97 0.95 2.19  0.065
H -2.21 0.74 1.82  0.023
H -3.44 0.32 0.60  0.009
H -3.59 3.28 3.00  0.055
H -2.70 4.54 2.10  0.052
H -1.82 3.11 2.68  0.021

Calculated values
Spin multiplicity   1
Energy above the lowest of the compared OMol25 structures with the same formula, charge and spin   1.6 kcal per mole
Total charge   -2